C5H21NO6 | wB97M-V/def2-TZVPD

The spin multiplicity is 2. The charge is -1. The gap between HOMO and LUMO (spin up / spin down) comes out at 3.14 / 6.52 eV. The calculation puts the energy relative to the best compared isomer or geometry (same formula, charge and spin) at 0.0 kcal/mol. The LUMO energy (spin up / spin down) is 3.10 / 2.97 eV. The expectation value of S² is 0.75.

```
33
Properties=species:S:1:pos:R:3:lowdin_spin:R:1
O 1.281 0.231 1.288 0.3329
C 0.211 0.526 0.674 0.4227
C -0.791 -0.625 0.353 0.0369
C -0.912 -0.782 -1.212 0.0285
C -0.679 -2.220 -1.637 0.0039
C -2.172 -0.303 -1.903 0.0039
N -2.096 -0.294 0.893 0.0308
H -0.217 1.528 0.540 0.0378
H -0.369 -1.521 0.834 0.0021
H -0.107 -0.181 -1.656 0.0195
H -1.590 -2.842 -1.667 0.0016
H -0.389 -2.287 -2.691 0.0009
H -0.038 -2.790 -0.956 0.0011
H -2.386 0.751 -2.057 0.0016
H -3.047 -0.606 -1.265 0.0022
H -2.375 -0.970 -2.753 0.0012
H -2.444 0.549 0.463 0.0030
H -2.109 -0.260 1.899 0.0022
H 0.798 -3.095 2.846 0.0008
H 1.571 -2.094 2.238 0.0016
O 1.711 -3.013 2.526 0.0040
H 2.994 -2.853 0.610 0.0004
H 3.928 -1.956 -0.287 0.0000
O 3.302 -2.678 -0.282 0.0001
H -1.256 3.623 2.064 0.0014
H -0.635 2.197 2.297 0.0071
O -1.409 2.777 2.461 0.0150
H 0.774 3.741 -0.592 0.0013
H -0.347 3.926 -1.480 0.0027
O -0.095 3.346 -0.747 0.0200
H 2.998 2.444 -1.026 0.0057
H 2.850 2.647 0.536 0.0002
O 3.046 3.085 -0.310 0.0069
```

---

C5H21NO8 | wB97M-V/def2-TZVPD

The gap between HOMO and LUMO comes out at 10.14 eV. The calculation puts the energy relative to the best compared isomer or geometry (same formula, charge and spin) at 87.5 kcal/mol. The LUMO energy is 0.28 eV. As for the SMILES: NC(=O)CCCC=O.O.O.O.O.O.O.

```
35
Properties=species:S:1:pos:R:3:mulliken_charge:R:1
O -2.333 -0.717 1.487 -0.6131
C -2.386 0.526 1.702 0.1034
C -2.383 1.578 0.610 -0.2756
C -2.750 1.011 -0.918 -0.7883
C -1.561 0.531 -1.733 0.0059
C -0.350 1.333 -1.652 0.5549
N 0.807 0.975 -2.411 -0.4016
O -0.154 2.262 -0.815 -0.7668
H -2.325 1.032 2.733 0.2948
H -3.007 2.494 0.674 0.3527
H -1.372 1.946 0.646 0.1164
H -3.413 0.109 -0.766 0.3089
H -3.027 1.892 -1.499 0.4124
H -1.255 -0.344 -1.140 -0.1598
H -1.997 0.236 -2.768 0.3635
H 1.602 1.547 -2.335 0.2266
H 1.081 -0.068 -2.666 0.2342
H 0.494 2.368 1.216 0.3024
H 0.774 2.129 2.701 0.2451
O 0.249 1.851 1.986 -0.5539
H 0.135 -1.833 2.422 0.3154
H -1.292 -2.147 2.315 0.3639
O -0.518 -2.583 2.185 -0.6384
H 0.530 -3.899 -0.350 0.3083
H -0.463 -2.642 0.030 0.3260
O 0.404 -2.934 -0.437 -0.6350
H 1.316 -0.877 0.968 0.2936
H 1.576 -2.376 0.485 0.4408
O 1.869 -1.620 1.104 -0.7063
H 3.726 1.440 -0.692 0.2874
H 3.732 0.109 0.401 0.3073
O 4.143 0.774 -0.132 -0.6225
H 1.968 -2.077 -2.050 0.2900
H 2.937 -1.629 -0.969 0.2656
O 2.490 -1.297 -1.696 -0.5582
```

---

C5H22N10O6 | wB97M-V/def2-TZVPD

The gap between HOMO and LUMO comes out at 10.38 eV. The calculation puts the energy relative to the best compared isomer or geometry (same formula, charge and spin) at 12.0 kcal/mol. The LUMO energy is 0.44 eV. As for the SMILES: NC(N)=O.NC(N)=O.NC(N)=O.NC(N)=O.NC(N)=O.O.

```
43
Properties=species:S:1:pos:R:3:mulliken_charge:R:1
O 0.603 1.633 -1.727 -0.7899
H -0.293 1.138 -1.636 0.2839
H 0.603 2.054 -0.831 0.4338
C 0.352 1.714 2.072 0.4261
O 1.014 1.102 2.918 -0.7262
N -0.981 1.465 1.886 -0.2700
N 0.899 2.674 1.205 -0.4182
H -1.250 0.570 2.148 0.2768
H -1.517 1.847 1.166 0.2301
H 1.881 2.880 1.181 0.1762
H 0.325 3.494 0.884 0.2939
C 3.826 0.745 -0.730 0.5818
O 3.644 1.782 -0.076 -0.6722
N 4.847 -0.105 -0.367 -0.4109
N 3.126 0.419 -1.814 -0.3966
H 5.555 0.259 0.214 0.2424
H 5.050 -0.839 -1.043 0.1882
H 2.314 0.919 -1.960 0.3361
H 3.048 -0.511 -2.001 0.2036
C -1.913 -2.041 -1.302 0.5095
O -2.688 -1.539 -2.175 -0.7982
N -0.706 -1.644 -1.040 -0.0366
N -2.372 -3.056 -0.494 -0.3747
H -0.078 -2.018 -0.332 0.2127
H -0.287 -1.053 -1.763 0.1968
H -3.165 -3.491 -0.739 0.2203
H -1.694 -3.652 0.031 0.1928
C 0.726 -2.228 1.598 0.0644
O 0.513 -3.368 1.207 -0.6390
N -0.190 -1.486 2.299 -0.2437
N 1.897 -1.579 1.262 -0.2294
H -1.001 -1.959 2.619 0.1928
H 0.225 -0.764 2.856 0.3211
H 2.548 -2.097 0.736 0.1941
H 2.183 -0.742 1.720 0.1941
C -3.284 1.650 -0.751 0.3764
O -3.176 2.653 -0.042 -0.6912
N -3.771 0.561 -0.104 -0.2773
N -2.755 1.404 -2.026 -0.3022
H -4.200 0.685 0.792 0.2277
H -4.230 -0.187 -0.641 0.2218
H -2.941 0.543 -2.493 0.2517
H -2.689 2.168 -2.706 0.2273
```

---

C5H22N2O5 | wB97M-V/def2-TZVPD

The gap between HOMO and LUMO comes out at 9.71 eV. The calculation puts the energy relative to the best compared isomer or geometry (same formula, charge and spin) at 57.7 kcal/mol. The LUMO energy is 0.47 eV. As for the SMILES: NCCNCCCO.O.O.O.O.

```
34
Properties=species:S:1:pos:R:3:mulliken_charge:R:1
C 2.253 -0.369 -0.031 -1.1199
N 1.538 0.472 -0.947 -0.1068
C 0.557 -0.467 -1.568 -0.5764
C -0.630 0.203 -2.305 -0.6265
C -1.735 -0.801 -2.687 -0.5615
O -1.909 -1.815 -1.637 -0.5595
C 1.438 -0.758 1.220 0.6693
N 1.728 -2.066 1.772 -0.5192
H 3.145 0.117 0.394 0.3805
H 2.658 -1.283 -0.470 0.4599
H 2.183 1.064 -1.627 0.2919
H 0.149 -1.063 -0.764 0.4917
H 1.052 -0.991 -2.396 0.1731
H -0.320 0.827 -3.153 0.4700
H -1.014 1.046 -1.601 0.1117
H -1.159 -1.327 -3.417 0.3267
H -2.776 -0.460 -2.864 0.3143
H 0.309 -0.589 1.093 -0.4862
H 1.771 0.129 1.877 0.2116
H 2.420 -2.603 1.334 0.1776
H 1.819 -2.056 2.745 0.2386
H -2.146 -1.266 -0.874 0.3782
H -2.040 0.794 0.711 0.2513
H -2.021 -0.584 1.132 0.3174
O -2.166 -0.050 0.416 -0.6029
H 1.080 4.050 -0.192 0.3391
H 1.358 2.663 0.519 0.3527
O 0.996 3.646 0.714 -0.7726
H -2.268 -2.112 2.472 0.3323
H -0.826 -1.867 2.428 0.3463
O -1.625 -1.413 2.633 -0.7251
H -0.832 3.245 1.101 0.3876
H -1.354 2.690 2.426 0.3090
O -1.632 2.993 1.544 -0.6744
```

---

C5H22N2O6 | wB97M-V/def2-TZVPD

The gap between HOMO and LUMO comes out at 10.03 eV. The calculation puts the energy relative to the best compared isomer or geometry (same formula, charge and spin) at 122.1 kcal/mol. The LUMO energy is 0.44 eV. As for the SMILES: N/C=N/CCCCO.O.O.O.O.O.

```
35
Properties=species:S:1:pos:R:3:mulliken_charge:R:1
C -0.384 2.094 -1.622 -0.7350
O -1.057 1.297 -0.726 -0.4841
C 1.017 1.422 -1.946 -0.7357
C 0.539 0.154 -2.527 -0.4780
C 1.233 -1.123 -2.145 -0.7638
N 0.694 -2.830 1.087 -0.3257
C 1.012 -2.582 -0.223 -0.1949
N 1.124 -1.406 -0.729 -0.1596
H -0.380 3.146 -1.189 0.3221
H -0.937 2.017 -2.472 0.5155
H -0.644 1.193 0.067 0.4219
H 1.540 2.201 -2.562 0.3561
H 1.695 1.610 -1.095 0.3397
H -0.480 0.038 -2.399 0.4365
H 0.864 0.258 -3.640 0.1384
H 2.297 -1.193 -2.559 0.3197
H 0.722 -1.806 -2.778 0.4044
H 0.881 -2.055 1.761 0.0909
H 0.874 -3.788 1.668 0.2758
H 0.675 -3.536 -0.929 0.2514
H 1.566 2.148 0.813 0.3052
H 1.142 0.566 0.314 0.3390
O 1.044 1.261 1.003 -0.6101
H -3.892 0.423 1.305 0.2579
H -2.963 1.527 1.786 0.3305
O -3.182 0.579 1.839 -0.5911
H -1.266 -2.222 -0.172 0.3781
H -2.154 -1.436 -1.116 0.2922
O -1.927 -2.313 -0.936 -0.6415
H -0.556 1.500 2.320 0.2125
H -1.328 1.228 3.523 0.3604
O -0.833 2.028 3.132 -0.6661
H 0.783 0.443 4.162 0.3542
H 1.102 -0.464 2.990 0.3422
O 1.182 -0.377 3.994 -0.6590
```

---

C5H23N2O6 | wB97M-V/def2-TZVPD

The charge is +1. The gap between HOMO and LUMO comes out at 9.81 eV. The calculation puts the energy relative to the best compared isomer or geometry (same formula, charge and spin) at 73.7 kcal/mol. The LUMO energy is -2.42 eV.

```
36
Properties=species:S:1:pos:R:3:mulliken_charge:R:1
N -0.501 0.386 -0.465 0.2631
C -0.509 1.198 0.812 0.6055
C -1.908 1.816 0.877 -1.4091
C -0.394 0.118 1.921 -1.0778
N 0.604 -0.950 1.907 -0.2000
C 0.522 -1.997 0.920 -0.5240
C 1.677 -2.105 -0.001 -0.0255
O 1.548 -1.734 -1.140 -0.4620
H 0.444 -0.012 -0.508 -0.0007
H -0.573 0.909 -1.354 0.3971
H -1.288 -0.290 -0.471 0.0802
H 0.271 1.939 0.830 0.4177
H -1.987 2.775 1.352 0.3828
H -2.696 1.176 1.297 0.3391
H -2.202 1.898 -0.176 0.3450
H -1.426 -0.371 2.038 0.4288
H -0.384 0.589 2.872 0.4100
H 1.554 -0.577 1.889 0.2335
H 0.409 -2.988 1.459 0.3967
H -0.314 -2.060 0.216 0.0286
H 2.625 -2.577 0.378 0.3584
H 2.228 2.440 3.248 0.3020
H 2.098 1.097 3.934 0.3112
O 2.203 1.492 3.058 -0.5951
H 3.675 1.236 -0.377 0.2681
H 3.609 0.286 0.694 0.2946
O 3.087 0.520 -0.091 -0.5342
H -1.517 1.486 -4.302 0.3213
H -0.202 2.426 -4.188 0.2924
O -0.707 1.705 -3.816 -0.6173
H -0.571 -1.054 -3.752 0.2926
H 0.421 -1.821 -2.885 0.3375
O -0.508 -1.794 -3.135 -0.5868
H -2.941 -2.472 -1.154 0.2644
H -3.595 -1.120 -1.012 0.2378
O -2.752 -1.569 -0.875 -0.5759
```